## A
# C6H11P

A 2-piece molecular cluster, C6H11P overall (ωB97M-V with the def2-TZVPD basis set, the OMol25 dataset).

Structure (XYZ):
```
18
Properties=species:S:1:pos:R:3:mulliken_charge:R:1
C 1.565 -1.997 0.135 -1.477
C 0.520 -1.405 -0.340 0.108
C -0.259 -0.294 0.339 -0.132
C -1.478 0.230 -0.341 -0.736
C -2.299 1.179 0.575 -1.175
H 1.858 -1.745 1.132 0.371
H 2.066 -2.789 -0.223 0.368
H 0.204 -1.721 -1.283 0.363
H 0.444 0.609 0.486 0.149
H -0.423 -0.582 1.346 0.331
H -2.113 -0.570 -0.475 0.388
H -1.316 0.634 -1.330 0.425
H -2.409 0.438 1.420 0.297
H -1.897 2.261 0.652 0.279
H -3.188 1.317 0.135 0.399
C 2.880 1.630 -0.756 -0.052
P 3.481 0.244 -0.404 -0.288
H 2.363 2.561 -1.065 0.382
```

Properties
SMILES string = C=CCCC.C#P
net charge = 0
HOMO-LUMO gap = 10.07 eV
LUMO = 0.8 eV


## B
# C6H11P

One molecule with the formula C6H11P (ωB97M-V with the def2-TZVPD basis set, the OMol25 dataset).

Structure (XYZ):
```
18
Properties=species:S:1:pos:R:3:mulliken_charge:R:1
C 1.833 1.127 1.770 -1.199
C 0.412 0.986 1.244 -0.448
P 0.267 1.325 -0.574 -0.190
C 0.538 -0.428 -1.420 -0.364
C -0.361 -0.066 -2.606 -0.645
C -0.940 -0.403 -1.284 0.474
C -1.978 -0.996 -0.382 -1.165
H 2.397 0.277 1.894 0.320
H 2.294 1.792 1.110 0.373
H 1.671 1.549 2.796 0.304
H -0.256 1.819 1.811 0.318
H 0.161 0.012 1.489 0.363
H 1.258 -1.152 -1.168 0.448
H -0.395 1.046 -3.032 0.166
H -0.404 -0.863 -3.318 0.270
H -2.892 -1.139 -1.085 0.296
H -2.138 -0.362 0.358 0.412
H -1.518 -1.969 -0.086 0.266
```

Properties
SMILES string = CCP1[C@@H]2C[C@@]21C
net charge = 0
HOMO-LUMO gap = 8.82 eV
LUMO = 0.9 eV


Ranking the structures above from most stable to least stable yields A, B.